Entry 1:
{
  "formula": "C36H107N7O18",
  "method": "wB97M-V/def2-TZVPD",
  "gap_ev": 9.05,
  "e_above_lowest_kj_mol": 0.0,
  "multiplicity": 1,
  "elements": ["C", "C", "C", "O", "C", "N", "H", "H", "H", "H", "H", "H", "H", "H", "H", "H", "H", "C", "C", "C", "O", "C", "N", "H", "H", "H", "H", "H", "H", "H", "H", "H", "H", "H", "C", "C", "C", "O", "C", "N", "H", "H", "H", "H", "H", "H", "H", "H", "H", "H", "H", "C", "C", "C", "O", "C", "N", "H", "H", "H", "H", "H", "H", "H", "H", "H", "H", "H", "C", "C", "C", "O", "C", "N", "H", "H", "H", "H", "H", "H", "H", "H", "H", "H", "H", "C", "C", "C", "O", "C", "N", "H", "H", "H", "H", "H", "H", "H", "H", "H", "H", "H", "C", "C", "C", "O", "C", "N", "H", "H", "H", "H", "H", "H", "H", "H", "H", "H", "H", "O", "H", "H", "O", "H", "H", "O", "H", "H", "C", "C", "O", "O", "H", "H", "H", "H", "H", "H", "C", "C", "O", "O", "H", "H", "H", "H", "H", "H", "C", "C", "O", "O", "H", "H", "H", "H", "H", "H", "C", "C", "O", "O", "H", "H", "H", "H", "H", "H"],
  "coordinates": [[-4.476, -4.194, 0.234], [-4.702, -3.967, -1.267], [-6.176, -3.980, -1.624], [-6.810, -5.161, -1.183], [-8.212, -5.193, -1.344], [-4.202, -2.637, -1.615], [-3.435, -3.988, 0.501], [-4.763, -5.171, 0.619], [-4.970, -3.392, 0.791], [-4.129, -4.704, -1.830], [-6.248, -3.875, -2.714], [-6.754, -3.155, -1.188], [-8.632, -4.355, -0.776], [-8.662, -6.129, -1.027], [-8.509, -5.024, -2.385], [-3.258, -2.633, -1.239], [-4.578, -1.853, -1.097], [4.962, -2.913, 2.248], [5.016, -1.621, 1.402], [6.068, -1.689, 0.329], [6.183, -0.393, -0.237], [6.756, -0.400, -1.539], [3.671, -1.485, 0.790], [4.599, -3.696, 1.582], [4.428, -2.772, 3.185], [5.984, -3.158, 2.547], [5.171, -0.775, 2.072], [5.897, -2.421, -0.467], [7.015, -1.972, 0.805], [6.139, -1.066, -2.151], [7.793, -0.735, -1.600], [6.693, 0.591, -1.985], [3.685, -0.684, 0.167], [3.461, -2.336, 0.285], [-3.295, 0.912, -1.139], [-4.107, 0.600, 0.134], [-5.607, 0.335, -0.054], [-6.343, 0.230, 1.176], [-7.385, -0.759, 1.059], [-3.472, -0.579, 0.726], [-3.925, 1.491, -1.813], [-2.907, 0.033, -1.658], [-2.381, 1.419, -0.826], [-3.891, 1.421, 0.825], [-5.912, -0.402, -0.799], [-5.996, 1.250, -0.525], [-7.745, -0.830, 2.082], [-6.867, -1.675, 0.765], [-8.111, -0.469, 0.298], [-3.845, -0.827, 1.636], [-2.473, -0.456, 0.843], [-3.322, 3.933, 5.893], [-3.800, 2.996, 4.799], [-3.323, 1.537, 4.875], [-1.930, 1.341, 4.910], [-1.236, 1.915, 3.802], [-5.260, 3.067, 4.856], [-3.637, 3.715, 6.917], [-3.494, 4.998, 5.737], [-2.245, 3.804, 6.057], [-3.441, 3.367, 3.832], [-3.745, 1.100, 3.955], [-3.702, 0.909, 5.680], [-1.331, 2.992, 3.950], [-1.670, 1.637, 2.835], [-0.175, 1.682, 3.723], [-5.624, 2.662, 3.994], [-5.516, 4.043, 4.751], [-2.259, 1.600, -4.471], [-2.735, 1.843, -5.894], [-1.841, 1.087, -6.884], [-0.491, 1.491, -6.836], [-0.206, 2.861, -7.129], [-4.172, 1.565, -6.057], [-1.232, 1.917, -4.286], [-2.311, 0.532, -4.224], [-2.932, 2.008, -3.715], [-2.630, 2.921, -6.055], [-2.254, 1.207, -7.890], [-1.877, 0.033, -6.601], [-0.777, 3.208, -7.995], [0.832, 2.903, -7.455], [-0.362, 3.442, -6.221], [-4.669, 2.330, -5.619], [-4.339, 0.739, -5.490], [1.986, -5.818, 2.309], [0.612, -5.159, 2.242], [-0.322, -5.652, 1.119], [0.276, -5.543, -0.144], [-0.575, -6.039, -1.180], [-0.152, -5.320, 3.511], [2.537, -5.507, 1.419], [1.889, -6.905, 2.296], [2.580, -5.532, 3.177], [0.644, -4.074, 2.109], [-1.201, -4.999, 1.148], [-0.638, -6.670, 1.382], [0.123, -6.045, -2.019], [-1.313, -5.259, -1.377], [-0.970, -7.045, -1.042], [-0.775, -6.118, 3.433], [0.498, -5.583, 4.242], [0.741, 2.481, -1.041], [0.477, 1.466, 0.079], [0.469, 0.060, -0.478], [-0.285, -0.817, 0.362], [-0.223, -2.125, -0.214], [1.516, 1.736, 1.088], [1.771, 2.490, -1.398], [0.436, 3.475, -0.715], [0.107, 2.212, -1.891], [-0.472, 1.745, 0.545], [1.506, -0.289, -0.520], [0.051, 0.082, -1.488], [-0.326, -2.067, -1.299], [-0.980, -2.735, 0.277], [0.767, -2.511, 0.052], [2.384, 1.659, 0.554], [1.643, 0.941, 1.727], [4.148, 1.365, -0.783], [4.940, 0.832, -0.596], [4.489, 2.222, -1.083], [0.240, 5.782, 1.066], [0.205, 4.950, 1.550], [1.027, 6.215, 1.407], [1.602, 3.958, 2.800], [1.687, 3.607, 3.691], [1.629, 3.167, 2.214], [3.936, 1.713, -4.473], [5.128, 1.458, -5.375], [5.410, 2.570, -6.211], [2.720, 1.530, -5.212], [3.992, 2.747, -4.134], [3.968, 1.025, -3.624], [4.948, 0.511, -5.891], [6.020, 1.296, -4.760], [5.127, 2.318, -7.094], [2.563, 0.581, -5.210], [3.839, 4.648, -0.938], [2.949, 5.261, -1.985], [3.596, 6.384, -2.628], [4.969, 3.956, -1.463], [3.206, 4.066, -0.263], [4.290, 5.384, -0.264], [2.037, 5.663, -1.546], [2.624, 4.623, -2.812], [4.199, 6.019, -3.282], [5.334, 4.574, -2.105], [5.739, 3.067, 3.256], [4.778, 1.962, 2.855], [4.730, 1.037, 3.946], [5.287, 3.658, 4.497], [5.730, 3.852, 2.498], [6.751, 2.721, 3.476], [5.201, 1.462, 1.977], [3.756, 2.248, 2.609], [3.880, 0.572, 3.865], [4.706, 2.956, 4.819], [0.345, -1.510, 3.516], [1.728, -1.098, 3.999], [2.384, -0.261, 3.051], [-0.238, -2.472, 4.372], [0.443, -1.863, 2.487], [-0.352, -0.671, 3.446], [2.283, -2.037, 4.104], [1.737, -0.583, 4.960], [2.727, -0.820, 2.322], [-0.259, -3.326, 3.919]],
  "forces_ev_per_a": [[0.1, 0.3, 0.3], [-0.6, 0.8, 1.5], [-0.7, -0.5, -0.5], [0.3, -1.2, 0.1], [0.1, 1.2, -0.4], [1.2, -0.2, -0.7], [0.2, -0.4, -0.3], [-0.1, 0.0, -0.1], [-0.5, -0.2, 0.0], [-0.2, 0.0, -0.2], [-0.2, 0.0, -0.1], [0.5, 0.4, 0.1], [-0.3, -0.1, 0.2], [0.5, -0.1, 0.2], [0.1, -0.1, -0.1], [0.2, 0.2, -0.4], [-0.6, -0.4, 0.3], [1.3, 0.8, -0.5], [-1.4, -1.2, 0.1], [1.1, 0.4, 0.6], [0.6, 0.2, -0.4], [-0.5, -0.3, -0.4], [0.3, 0.6, 0.7], [-0.3, -0.3, 0.5], [-0.5, -0.2, -0.3], [0.0, -0.2, 0.0], [0.2, 0.1, -0.2], [-0.5, -0.1, 0.1], [0.2, 0.1, -0.1], [0.2, 0.0, -0.2], [0.0, -0.1, 0.4], [0.0, 0.1, 0.3], [-0.3, -0.1, -0.2], [-0.1, 0.1, -0.2], [-0.5, -0.1, 0.3], [1.1, -1.4, 0.5], [-0.5, 2.4, -0.2], [0.5, -0.6, -0.8], [1.7, 0.5, 0.4], [0.0, -0.8, 0.2], [0.4, 0.3, -0.1], [-0.6, -0.3, 0.0], [-0.2, 0.5, -0.2], [-1.0, 0.5, -0.1], [0.6, -0.7, 0.3], [0.1, 0.2, -0.1], [-0.6, -0.2, -0.3], [-0.5, -0.3, 0.0], [-0.3, 0.0, 0.2], [-0.2, 0.2, 0.0], [0.1, 0.1, -0.1], [1.9, -0.3, 1.0], [-0.2, 0.6, 0.9], [-0.3, -0.2, -0.6], [1.0, -0.3, -0.4], [-0.8, 0.9, 0.3], [-0.4, -0.5, -0.9], [-0.9, -0.3, -0.3], [-0.2, -0.1, -0.4], [0.1, 0.2, -0.5], [0.1, 0.1, 0.0], [0.1, -0.3, -0.1], [-0.2, 0.6, 0.3], [0.3, 0.2, -0.6], [-0.3, -0.1, 0.0], [0.0, -0.4, 0.7], [-0.2, -0.3, 0.2], [0.0, 0.1, 0.3], [-0.1, -0.8, 0.6], [0.2, 0.9, 0.5], [-0.6, 0.6, 0.1], [0.4, -0.2, -0.1], [-0.1, -1.0, -0.2], [0.8, -0.5, 0.0], [0.0, 0.1, -0.1], [0.2, -0.2, -0.3], [0.1, 0.6, -0.2], [0.1, 0.0, -0.4], [0.0, 0.0, -0.1], [0.2, -0.1, -0.2], [-0.4, 0.2, 0.2], [0.1, 0.0, 0.4], [0.0, 0.4, -0.2], [-0.2, -0.1, 0.0], [-0.5, 0.0, -0.1], [-0.2, 0.3, -0.9], [-0.8, 0.1, 0.5], [0.3, 0.6, 0.7], [-0.1, -0.9, 0.4], [1.4, 1.2, -0.5], [0.2, -0.3, -0.2], [0.2, -0.2, 0.0], [0.0, 0.0, 0.0], [-0.2, 0.2, 0.1], [0.8, 0.0, -0.2], [-0.3, -0.2, 0.1], [0.0, -0.2, -0.4], [-0.4, -0.2, -0.3], [-0.5, -0.4, 0.0], [-0.2, 0.1, 0.4], [-0.2, 0.1, 0.0], [0.0, 0.2, 0.1], [-1.0, -0.3, -0.3], [0.6, 1.2, 0.1], [-0.2, 0.2, 0.7], [-0.1, 0.1, -0.9], [0.5, 0.5, 1.0], [0.7, -1.1, -0.1], [0.1, -0.1, 0.2], [0.3, 0.1, 0.0], [0.0, 0.2, -0.1], [-0.2, -0.4, -0.2], [0.1, -0.1, -0.2], [-0.1, -0.2, 0.0], [-0.2, -0.2, 0.0], [-0.1, 0.0, -0.2], [0.0, -0.4, -0.3], [0.2, 0.4, 0.1], [-0.6, 0.3, 0.1], [0.0, -0.1, 0.0], [-0.2, 0.1, 0.2], [0.0, 0.0, -0.1], [-0.2, 0.1, -0.4], [0.2, 0.1, 0.3], [0.0, -0.1, 0.1], [0.0, 0.0, 0.1], [0.0, 0.1, 0.1], [-0.1, 0.0, -0.2], [0.0, -0.3, -0.7], [0.4, 0.0, 1.0], [-0.2, -0.6, -0.4], [0.2, 0.2, 0.4], [-0.2, 0.0, 0.1], [0.0, 0.2, 0.2], [0.1, 0.2, -0.4], [0.0, 0.0, 0.1], [0.0, 0.3, -0.1], [-0.3, 0.1, -0.2], [-0.2, 0.6, 1.0], [0.1, 1.2, -0.7], [0.2, -0.2, 0.2], [-0.5, -0.4, -0.4], [0.4, -0.8, -0.3], [-0.6, 0.6, -0.2], [0.1, 0.0, 0.3], [0.1, -0.7, 0.4], [-0.1, 0.2, -0.2], [0.4, -0.2, 0.0], [-0.9, 0.8, 0.9], [0.9, -0.9, 0.0], [-0.2, 0.0, 0.0], [-0.3, -0.4, -0.7], [0.2, -0.1, -0.1], [0.0, -0.4, -0.6], [0.0, 0.0, -0.2], [0.1, 0.7, 0.0], [0.1, -0.1, -0.1], [0.1, 0.2, 0.6], [-0.5, 0.4, 0.0], [0.0, -0.6, -0.2], [0.1, 0.0, 0.2], [0.2, 0.0, -0.1], [0.1, -0.2, 0.0], [0.2, 0.2, 0.1], [0.2, 0.0, 0.2], [-0.2, 0.0, 0.0], [0.0, 0.0, -0.2], [-0.2, -0.3, 0.3]]
}



Entry 2:
{
  "formula": "C4H6O2",
  "method": "wB97M-V/def2-TZVPD",
  "gap_ev": 10.40,
  "smiles": "CC(=O)CC=O",
  "e_above_lowest_kj_mol": 75.1,
  "multiplicity": 1,
  "elements": ["C", "C", "O", "C", "C", "O", "H", "H", "H", "H", "H", "H"],
  "coordinates": [[-0.759, 0.036, -1.422], [-0.638, 0.646, -0.043], [-1.519, 1.302, 0.455], [0.666, 0.369, 0.708], [0.702, -1.092, 1.111], [1.359, -1.933, 0.539], [-0.122, -0.844, -1.543], [-0.452, 0.777, -2.168], [-1.803, -0.220, -1.616], [1.526, 0.561, 0.060], [0.685, 1.014, 1.593], [0.033, -1.361, 1.950]],
  "forces_ev_per_a": [[0.0, 0.0, -0.1], [-0.1, -0.1, -0.1], [0.1, -0.1, 0.0], [0.1, 0.0, 0.0], [0.3, -0.4, -0.4], [-0.5, 0.6, 0.5], [-0.1, 0.1, 0.1], [0.0, 0.0, 0.1], [0.1, 0.1, 0.0], [-0.1, 0.0, 0.0], [0.0, -0.1, -0.1], [0.1, 0.0, 0.0]]
}



For reference, E by record: -3173.20373; -306.47769 Eh.
For reference, molecular weight by record: 926.28; 86.09 g mol⁻¹.
For reference, E_HOMO by record: -8.97; -10.00 eV.